[1]
{
  "formula": "C12H28BaN6O6S",
  "method": "ωB97M-V with the def2-TZVPD basis set",
  "elements": ["O", "H", "Ba", "N", "N", "N", "N", "O", "O", "O", "O", "C", "C", "C", "C", "C", "H", "H", "H", "C", "H", "H", "H", "C", "C", "H", "H", "H", "H", "H", "H", "H", "H", "C", "H", "H", "H", "O", "H", "H", "C", "N", "C", "S", "N", "C", "H", "H", "H", "H", "H", "H", "H", "H"],
  "coordinates": [[3.1920, 4.2934, -2.3474], [3.8884, 4.9588, -2.1846], [-0.0720, 0.8324, -0.3868], [0.8518, -1.4816, -1.6154], [0.9401, 0.9463, -2.8429], [1.0549, -0.2213, 1.8190], [1.4873, 2.3660, 1.0838], [0.5233, -2.5637, -0.9496], [0.4740, -1.4721, 2.2138], [0.8397, 3.5775, 0.6183], [0.1626, 1.9707, -2.8058], [0.3646, -0.1400, -3.5154], [0.3706, -1.4005, -2.8644], [0.8275, 0.7347, 2.7299], [0.9698, 2.1132, 2.2928], [-0.1523, -2.6342, -3.5021], [-0.9628, -3.1039, -2.9083], [0.7263, -3.3012, -3.5149], [-0.4901, -2.3776, -4.5137], [-0.3476, 0.2279, -4.7622], [0.3887, 0.8569, -5.2781], [-1.2818, 0.8039, -4.5935], [-0.5642, -0.6801, -5.3281], [0.4729, 0.4044, 4.1378], [0.4951, 3.2436, 3.1351], [0.8206, -0.6169, 4.3533], [-0.6078, 0.5002, 4.3652], [1.0331, 1.1376, 4.7353], [0.1031, 4.0999, 2.5692], [1.3854, 3.5570, 3.7005], [-0.2569, 2.9236, 3.8667], [0.6726, -2.0363, 1.4347], [1.0732, 3.6506, -0.3322], [3.6979, 3.0232, -1.9073], [3.1999, 2.2478, -2.5065], [3.5254, 2.8750, -0.8267], [4.7876, 2.9177, -2.0745], [3.1870, -0.5642, -0.1284], [3.0349, -0.7238, 0.8372], [2.8738, -1.3675, -0.5967], [-4.1395, -2.0211, 2.5430], [-3.1218, -1.0820, 2.0626], [-2.8695, -1.0136, 0.7067], [-3.0962, 0.4585, -0.1489], [-2.4694, -2.1688, 0.1292], [-2.1392, -3.4483, 0.7644], [-4.2687, -2.8351, 1.8324], [-5.0940, -1.4911, 2.6512], [-3.8322, -2.4232, 3.5140], [-3.3653, -0.1459, 2.4019], [-2.1404, -2.0936, -0.8309], [-2.8396, -4.2353, 0.4422], [-1.1206, -3.7438, 0.4804], [-2.1920, -3.3342, 1.8451]],
  "e_lumo_ev": [-1.6768, -1.6845],
  "homo_ev": [-5.51, -5.72],
  "total_energy_ev": -45645.246
}

=====

[2]
{
  "formula": "C12H28Br12O2P",
  "method": "ωB97M-V with the def2-TZVPD basis set",
  "elements": ["O", "P", "O", "H", "H", "H", "H", "Br", "C", "C", "Br", "H", "H", "H", "H", "Br", "C", "C", "Br", "H", "H", "H", "H", "Br", "C", "C", "Br", "H", "H", "H", "H", "Br", "C", "C", "Br", "H", "H", "H", "H", "Br", "C", "C", "Br", "H", "H", "H", "H", "Br", "C", "C", "Br", "H", "H", "H", "H"],
  "coordinates": [[-1.4243, -1.1182, 4.3720], [-2.6454, -0.3514, 3.7372], [-3.8151, -1.3689, 3.4841], [-1.2014, -1.8107, 3.7026], [-3.0147, 0.7343, 4.5348], [-2.2155, 0.0963, 2.4854], [-4.4600, -1.3771, 4.2166], [-0.6499, 2.1620, 3.7406], [1.1581, 1.6443, 4.2613], [2.1288, 1.8789, 3.1370], [1.9531, 0.5032, 1.7691], [1.1129, 0.6051, 4.5726], [1.3963, 2.2671, 5.1209], [3.1518, 1.8023, 3.4985], [1.9900, 2.8371, 2.6463], [1.7813, -2.5307, -0.6639], [1.7377, -1.7823, -2.4612], [1.4980, -0.2975, -2.4272], [-0.3701, 0.1173, -2.0549], [0.9784, -2.3273, -3.0124], [2.7150, -2.0017, -2.8856], [1.6984, 0.1448, -3.4014], [2.0901, 0.2120, -1.6730], [1.1474, 1.7940, -7.3132], [0.1488, 2.4921, -5.7957], [0.8468, 3.6746, -5.1806], [2.3717, 3.1176, -4.1046], [0.0094, 1.6698, -5.1002], [-0.8168, 2.7867, -6.2013], [0.1841, 4.1921, -4.4903], [1.2203, 4.3786, -5.9171], [5.3004, -0.9389, -8.5261], [4.4119, -0.2255, -6.9493], [4.7766, -1.0024, -5.7140], [3.8376, -2.7082, -5.6463], [3.3467, -0.2310, -7.1571], [4.7571, 0.8034, -6.8692], [4.4612, -0.4656, -4.8206], [5.8370, -1.2225, -5.6452], [-1.0717, -3.2187, 1.9624], [-1.4949, -4.9968, 1.2720], [-0.6634, -6.0576, 1.9404], [1.1570, -6.0654, 1.2618], [-1.3528, -4.9509, 0.1970], [-2.5506, -5.1433, 1.4902], [-1.0614, -7.0443, 1.7134], [-0.5998, -5.9325, 3.0166], [-4.4062, 3.0755, 3.5833], [-5.2227, 3.6931, 5.2380], [-4.7286, 2.8894, 6.4112], [-5.5548, 1.1243, 6.4691], [-6.2972, 3.6380, 5.0977], [-4.9258, 4.7348, 5.3381], [-5.0065, 3.3687, 7.3472], [-3.6547, 2.7318, 6.3929]],
  "total_charge": 1,
  "e_lumo_ev": -2.8318,
  "homo_ev": -11.32,
  "total_energy_ev": -866787.127
}

=====

[3]
{
  "formula": "C12H28CdN6O6S",
  "method": "ωB97M-V with the def2-TZVPD basis set",
  "elements": ["O", "H", "Cd", "N", "N", "N", "N", "O", "O", "O", "O", "C", "C", "C", "C", "C", "H", "H", "H", "C", "H", "H", "H", "C", "C", "H", "H", "H", "H", "H", "H", "H", "H", "C", "H", "H", "H", "O", "H", "H", "C", "N", "C", "S", "N", "C", "H", "H", "H", "H", "H", "H", "H", "H"],
  "coordinates": [[-5.1124, 1.9076, 2.2335], [-4.4474, 2.3885, 1.6966], [-1.1279, 0.2623, 0.0015], [-1.9007, -0.8242, 1.5131], [-0.0969, 1.2796, 1.7595], [-1.3339, -0.8094, -1.7248], [0.7063, 0.9339, -1.2800], [-2.3066, -1.9721, 1.3077], [-2.3855, -1.7239, -1.8166], [1.5814, 2.0223, -1.0608], [0.8463, 2.0949, 1.6840], [-0.9120, 0.9992, 2.7405], [-1.8694, -0.1087, 2.6232], [-0.4993, -0.5907, -2.7115], [0.5503, 0.3646, -2.5176], [-2.8269, -0.5565, 3.6481], [-3.8370, -0.5275, 3.2148], [-2.8326, 0.0565, 4.5442], [-2.6015, -1.5954, 3.9260], [-0.7722, 1.8878, 3.9166], [-0.9597, 2.9230, 3.5992], [0.2576, 1.8241, 4.2869], [-1.4542, 1.6530, 4.7242], [-0.6326, -1.3461, -3.9741], [1.5609, 0.6731, -3.5410], [-1.6271, -1.7778, -4.1333], [0.0985, -2.1648, -4.0033], [-0.4288, -0.6766, -4.8135], [2.4849, 1.1392, -3.1623], [1.1221, 1.3581, -4.2808], [1.8526, -0.2428, -4.0604], [-3.0345, -1.4426, -1.1204], [1.3495, 2.2547, -0.0980], [-1.9703, 2.0651, -0.4115], [-2.9150, 2.5715, -0.3720], [-1.7868, 1.7521, -1.4466], [-1.1548, 2.6840, -0.0596], [-5.4957, -0.7932, -0.3796], [-5.7428, -0.2416, 0.3873], [-4.6989, -0.3546, -0.7092], [4.8891, -0.4672, -1.1608], [3.7108, 0.0185, -0.5086], [2.7931, -0.8101, -0.0187], [1.1741, -0.4162, -0.0137], [2.9366, -2.0248, 0.5296], [4.1702, -2.4828, 1.1142], [4.8818, -1.5555, -1.1928], [5.7627, -0.1013, -0.6164], [4.9305, -0.0985, -2.1891], [3.5365, 1.0278, -0.5853], [2.1151, -2.6319, 0.6993], [4.0162, -2.7419, 2.1646], [4.5168, -3.3702, 0.5768], [4.9195, -1.6929, 1.0706]],
  "e_lumo_ev": [-1.9153, -1.1987],
  "homo_ev": [-6.10, -6.08],
  "total_energy_ev": -49506.624
}